[1]
{"formula": "C14H9F5HfNO4S6", "method": "wB97M-V/def2-TZVPD", "e_above_lowest_ev": 2.791, "charge": -1, "gap_ev": 6.98, "homo_ev": -4.63, "symbols": ["Hf", "S", "S", "S", "S", "S", "S", "F", "F", "F", "F", "F", "O", "O", "O", "O", "N", "C", "C", "C", "C", "C", "C", "C", "C", "C", "C", "C", "C", "C", "C", "H", "H", "H", "H", "H", "H", "H", "H", "H"], "coordinates": [[1.131, 1.067, -1.371], [3.249, 0.363, -0.235], [1.612, -0.615, -3.170], [3.121, -3.150, -2.802], [5.016, -5.053, -1.514], [-0.947, 1.909, 0.122], [4.432, -2.367, -0.367], [0.749, 2.271, -3.316], [2.856, 2.078, -2.799], [0.418, 3.928, -1.579], [2.391, 3.340, -0.860], [2.142, 5.160, -2.011], [-1.721, 3.092, 0.347], [0.369, -0.571, -0.514], [0.523, 2.069, 0.363], [-1.356, -2.004, -0.607], [-0.950, 1.424, -1.406], [4.242, -3.605, -1.564], [-2.847, 0.385, 1.377], [-1.499, 0.689, 1.293], [-0.824, -0.960, -0.899], [2.742, -1.541, -2.216], [-1.553, 0.126, -1.718], [-2.785, -2.340, 4.016], [-3.263, -0.585, 2.273], [3.365, -1.167, -1.075], [-1.000, -0.891, 3.007], [1.958, 3.107, -3.238], [-0.567, 0.067, 2.112], [1.723, 3.902, -1.937], [-2.347, -1.244, 3.085], [-2.384, -2.186, 5.019], [-2.621, 0.078, -1.497], [-2.417, -3.302, 3.656], [-0.281, -1.391, 3.645], [-3.871, -2.389, 4.074], [-4.312, -0.845, 2.333], [0.480, 0.316, 2.015], [-1.414, -0.065, -2.782], [-3.558, 0.902, 0.745]]}


[2]
{"formula": "C14H9N3O2", "method": "wB97M-V/def2-TZVPD", "e_above_lowest_ev": 0.960, "gap_ev": 6.55, "homo_ev": -7.54, "symbols": ["O", "O", "N", "N", "N", "C", "C", "C", "C", "C", "C", "C", "C", "C", "C", "C", "C", "C", "C", "H", "H", "H", "H", "H", "H", "H", "H", "H"], "coordinates": [[0.625, 0.710, -2.139], [0.557, 0.091, 3.126], [-1.601, -0.780, 1.387], [0.658, 0.219, 1.856], [0.718, 0.483, -0.899], [-1.970, -0.772, -2.169], [4.128, 1.429, 0.048], [-2.318, -1.044, 0.205], [-3.653, -1.483, -0.037], [-4.186, -1.322, -1.252], [3.011, 1.216, -0.750], [-3.412, -0.915, -2.346], [1.746, 0.691, 1.314], [-0.345, -0.137, -0.332], [-0.376, -0.217, 1.068], [-1.584, -0.645, -0.868], [4.092, 1.372, 1.416], [1.838, 0.778, -0.141], [2.917, 1.017, 2.106], [2.901, 1.368, -1.774], [-1.784, -1.235, 2.255], [2.922, 0.842, 3.204], [4.980, 1.457, 2.089], [-4.419, -1.642, 0.750], [-3.927, -1.050, -3.236], [-5.296, -1.543, -1.507], [-1.330, -0.640, -2.992], [5.108, 1.752, -0.382]]}


[3]
{"formula": "C15H10Br2NO2S", "method": "wB97M-V/def2-TZVPD", "charge": -1, "gap_ev": 5.07, "homo_ev": -3.89, "symbols": ["Br", "Br", "S", "O", "O", "N", "C", "C", "C", "C", "C", "C", "C", "C", "C", "C", "C", "C", "C", "C", "C", "H", "H", "H", "H", "H", "H", "H", "H", "H", "H"], "coordinates": [[4.246, 1.512, 0.782], [4.387, -0.281, -4.693], [-0.240, 3.417, -1.091], [5.350, 0.918, -2.029], [-3.085, -0.438, 2.981], [-3.051, 3.289, -1.096], [4.184, 0.528, -1.932], [-2.312, -0.566, 1.870], [2.147, -0.502, -2.946], [0.034, -0.619, -1.668], [-0.264, -1.181, 0.745], [3.442, -0.103, -3.072], [2.112, 0.219, -0.595], [-2.840, -0.064, 0.651], [-1.022, -1.155, 1.899], [-1.856, 3.346, -1.091], [-2.089, -0.142, -0.495], [-0.759, -0.655, -0.482], [3.400, 0.659, -0.675], [-2.524, -0.904, 4.229], [1.405, -0.342, -1.718], [-3.290, -0.660, 4.964], [-0.619, -1.556, 2.833], [-0.481, -0.791, -2.614], [-2.471, 0.265, -1.428], [0.730, -1.620, 0.793], [1.585, 0.348, 0.342], [-3.827, 0.395, 0.658], [-1.583, -0.385, 4.465], [1.631, -0.941, -3.796], [-2.344, -1.990, 4.207]]}


[4]
{"formula": "C15H10BrCl36F4N2", "method": "wB97M-V/def2-TZVPD", "charge": 1, "gap_ev": 8.88, "homo_ev": -12.22, "symbols": ["Br", "Cl", "Cl", "Cl", "Cl", "Cl", "Cl", "Cl", "Cl", "Cl", "Cl", "Cl", "Cl", "Cl", "Cl", "Cl", "Cl", "Cl", "Cl", "Cl", "Cl", "Cl", "Cl", "Cl", "Cl", "Cl", "Cl", "Cl", "Cl", "Cl", "Cl", "Cl", "Cl", "Cl", "Cl", "Cl", "Cl", "F", "F", "F", "F", "N", "N", "C", "C", "C", "C", "C", "C", "C", "C", "C", "C", "C", "C", "C", "C", "C", "H", "H", "H", "H", "H", "H", "H", "H", "H", "H"], "coordinates": [[2.527, -1.792, 3.137], [-4.008, 1.665, -5.239], [3.721, 4.017, -0.997], [5.952, -1.488, 7.725], [-6.292, -3.255, -4.796], [-10.934, -4.981, -2.021], [-7.820, -2.007, -6.934], [8.227, 12.034, 2.485], [7.299, 10.151, 0.471], [-5.334, -0.798, -6.026], [7.873, 6.435, 2.736], [5.422, 5.886, 4.205], [-2.680, 0.954, -2.394], [5.518, 5.468, 1.327], [-4.387, 0.695, -0.052], [-1.253, 1.431, -6.146], [-3.387, -2.923, 6.909], [3.258, -1.594, 6.631], [2.737, 2.288, 1.126], [-9.607, -4.302, -4.520], [6.641, 9.726, 3.273], [-5.353, 2.103, -2.407], [-4.011, -4.403, 4.483], [-5.011, -0.785, -2.478], [5.469, -2.796, 5.171], [-3.431, 0.559, -7.867], [-1.680, -2.664, 4.567], [3.314, 1.181, -1.503], [-3.023, 3.395, -7.361], [5.491, 2.054, 0.218], [5.269, 0.099, 5.384], [6.982, 3.690, 3.105], [-10.253, -7.076, -3.922], [-5.277, -3.293, -7.523], [-4.353, -1.515, 4.553], [-8.151, -5.719, -2.437], [9.377, 9.365, 2.350], [-2.309, -0.844, 2.506], [-1.182, 0.309, 0.381], [-1.723, -1.507, -1.103], [-3.437, -2.049, 0.713], [1.456, -0.668, 0.756], [2.421, -2.856, -1.027], [-1.100, -1.163, 0.217], [0.988, -2.372, -1.068], [-2.929, 1.762, -6.653], [-6.181, -2.338, -6.320], [7.886, 10.319, 2.145], [0.441, -1.766, 0.380], [-9.737, -5.519, -3.225], [6.449, 5.370, 2.843], [-4.358, 0.742, -1.833], [4.987, -1.445, 6.228], [3.030, -2.777, 0.356], [-2.112, -1.801, 1.385], [-3.357, -2.876, 5.128], [2.752, -1.367, 1.154], [3.816, 2.385, -0.289], [4.195, -3.036, 0.328], [2.379, -3.881, -1.297], [0.973, -1.439, -1.812], [2.551, -3.647, 1.018], [1.096, -0.032, 1.510], [0.377, -2.576, 1.230], [-1.723, -2.814, 1.823], [3.652, -0.618, 0.996], [1.634, -0.146, -0.153], [0.232, -3.156, -1.549]]}


[5]
{"formula": "C15H10Cl4N2O5Re", "method": "wB97M-V/def2-TZVPD", "e_above_lowest_ev": 1.941, "charge": 2, "gap_ev": [6.70, 5.82], "homo_ev": [-14.84, -15.02], "spin_multiplicity": 2, "symbols": ["Re", "Cl", "Cl", "Cl", "Cl", "O", "O", "O", "O", "O", "N", "N", "C", "C", "C", "C", "C", "C", "C", "C", "C", "C", "C", "C", "C", "C", "C", "H", "H", "H", "H", "H", "H", "H", "H", "H", "H"], "coordinates": [[-0.919, -0.265, 0.375], [-1.880, 6.281, 1.710], [0.451, 4.485, 0.606], [-4.672, 5.097, 2.333], [-5.179, 2.023, 1.903], [-2.668, 0.658, 1.001], [-2.069, -3.037, 0.345], [-0.435, 1.599, 0.444], [-0.296, -1.242, 2.639], [-1.549, -1.906, 0.342], [-0.744, -0.902, -1.935], [1.112, -0.604, -0.036], [3.377, -0.627, 0.724], [1.476, -1.360, -1.108], [3.026, -2.787, -2.299], [2.041, -0.241, 0.845], [-1.084, 3.846, 0.989], [2.772, -1.870, -1.249], [-1.321, 2.510, 0.851], [-2.138, 4.647, 1.473], [-3.439, 4.083, 1.770], [-2.598, 1.929, 1.162], [2.014, -3.164, -3.136], [0.734, -2.573, -3.021], [0.497, -1.643, -2.054], [3.739, -1.459, -0.306], [-3.672, 2.746, 1.605], [4.761, -1.803, -0.407], [-0.047, -2.842, -3.724], [-0.903, -0.985, 3.349], [4.091, -0.294, 1.463], [1.716, 0.351, 1.689], [4.022, -3.198, -2.409], [-0.660, 0.028, -2.346], [-0.222, -2.206, 2.699], [-1.525, -1.380, -2.376], [2.190, -3.895, -3.912]]}


[6]
{"formula": "C15H10ClFN4O4", "method": "wB97M-V/def2-TZVPD", "gap_ev": 7.69, "homo_ev": -8.65, "symbols": ["Cl", "F", "O", "O", "O", "O", "N", "N", "N", "N", "C", "C", "C", "C", "C", "C", "C", "C", "C", "C", "C", "C", "C", "C", "C", "H", "H", "H", "H", "H", "H", "H", "H", "H", "H"], "coordinates": [[3.542, -5.155, -2.636], [1.061, -5.989, 1.808], [-3.581, 6.171, 0.199], [-3.621, 4.014, -0.367], [0.704, 3.680, -0.493], [1.588, 1.630, -2.178], [-0.499, 0.428, 0.584], [-1.177, 3.307, 0.500], [-0.864, -1.431, 1.612], [-1.254, 0.817, 1.609], [-1.582, 4.705, 0.578], [0.640, -1.516, -0.351], [0.842, -3.820, 0.724], [-0.265, -0.919, 0.689], [1.784, -3.551, -1.438], [2.132, -5.641, -0.269], [-0.015, 2.787, -0.048], [1.252, -0.663, -1.255], [1.006, 0.792, -1.322], [-1.538, -0.353, 2.185], [0.957, -3.014, -0.383], [1.322, -5.193, 0.781], [0.221, 1.355, -0.215], [-2.986, 4.998, 0.103], [2.341, -4.815, -1.348], [2.620, -6.566, -0.079], [-1.784, 2.655, 1.016], [-4.437, 6.139, -0.170], [-1.455, 5.146, 1.581], [1.978, -2.981, -2.332], [1.680, 2.532, -1.858], [0.378, -3.460, 1.618], [2.065, -0.967, -1.986], [-2.102, -0.472, 3.149], [-0.954, 5.350, -0.007]]}


Repeat the sixth record exactly.
{"formula": "C15H10ClFN4O4", "method": "wB97M-V/def2-TZVPD", "gap_ev": 7.69, "homo_ev": -8.65, "symbols": ["Cl", "F", "O", "O", "O", "O", "N", "N", "N", "N", "C", "C", "C", "C", "C", "C", "C", "C", "C", "C", "C", "C", "C", "C", "C", "H", "H", "H", "H", "H", "H", "H", "H", "H", "H"], "coordinates": [[3.542, -5.155, -2.636], [1.061, -5.989, 1.808], [-3.581, 6.171, 0.199], [-3.621, 4.014, -0.367], [0.704, 3.680, -0.493], [1.588, 1.630, -2.178], [-0.499, 0.428, 0.584], [-1.177, 3.307, 0.500], [-0.864, -1.431, 1.612], [-1.254, 0.817, 1.609], [-1.582, 4.705, 0.578], [0.640, -1.516, -0.351], [0.842, -3.820, 0.724], [-0.265, -0.919, 0.689], [1.784, -3.551, -1.438], [2.132, -5.641, -0.269], [-0.015, 2.787, -0.048], [1.252, -0.663, -1.255], [1.006, 0.792, -1.322], [-1.538, -0.353, 2.185], [0.957, -3.014, -0.383], [1.322, -5.193, 0.781], [0.221, 1.355, -0.215], [-2.986, 4.998, 0.103], [2.341, -4.815, -1.348], [2.620, -6.566, -0.079], [-1.784, 2.655, 1.016], [-4.437, 6.139, -0.170], [-1.455, 5.146, 1.581], [1.978, -2.981, -2.332], [1.680, 2.532, -1.858], [0.378, -3.460, 1.618], [2.065, -0.967, -1.986], [-2.102, -0.472, 3.149], [-0.954, 5.350, -0.007]]}